[1]
Entry from OMol25: a molecular structure, C34H23AuBrCl3NP at a distorted geometry (the ωB97M-V functional and the def2-TZVPD basis).

```
64
Properties=species:S:1:pos:R:3:forces:R:3:mulliken_charge:R:1
Au -0.446 -0.172 0.027 -0.245 0.368 1.387 0.401
Cl 2.322 0.130 -0.847 0.320 -0.379 -0.129 -0.183
C 2.744 1.612 -0.069 -0.028 0.231 0.101 1.488
C 4.095 1.864 0.106 0.074 -0.025 -0.022 -0.630
C 4.509 3.081 0.615 -0.064 -0.008 -0.019 -0.574
C 3.562 4.039 0.924 0.122 0.026 0.043 -0.963
C 2.216 3.758 0.781 -0.140 0.028 -0.037 -0.477
C 1.761 2.530 0.296 0.232 -0.212 -0.038 -0.744
P -0.043 2.207 0.116 1.685 2.820 0.612 2.361
C -0.707 3.917 0.285 -0.079 -0.008 -0.034 -0.006
C -1.219 4.634 -0.788 0.152 -0.062 -0.007 -0.493
C -1.750 5.897 -0.598 -0.066 0.196 -0.064 -0.753
C -1.779 6.462 0.664 -0.022 0.074 -0.046 -0.715
C -1.252 5.764 1.737 0.010 0.039 0.126 -0.839
C -0.727 4.501 1.553 -0.007 -0.065 -0.091 -0.519
C -0.004 2.231 -1.838 -0.804 -1.299 0.895 -0.102
C 1.094 2.547 -2.627 0.198 0.131 0.131 -0.539
C 1.049 2.317 -3.995 0.054 0.193 0.076 -0.692
C -0.093 1.801 -4.582 -0.146 -0.060 -0.075 -0.624
C -1.200 1.503 -3.801 -0.020 0.027 -0.263 -0.844
C -1.143 1.700 -2.435 -0.066 0.047 0.074 0.327
H 4.815 1.114 -0.179 0.026 -0.091 -0.027 0.474
H 5.562 3.278 0.751 0.066 0.020 -0.023 0.404
H 3.866 5.017 1.269 0.008 0.037 0.090 0.431
H 1.504 4.530 1.022 0.075 -0.016 0.018 0.457
H -1.225 4.204 -1.778 0.002 0.057 -0.016 0.369
H -2.135 6.442 -1.447 -0.089 0.044 -0.045 0.441
H -2.208 7.441 0.817 -0.020 0.121 -0.023 0.403
H -1.244 6.204 2.723 -0.043 0.035 0.094 0.447
H -0.334 3.963 2.404 0.054 0.027 0.028 0.664
H 1.986 2.982 -2.194 0.004 -0.084 0.019 0.518
H 1.919 2.546 -4.599 -0.047 0.044 0.002 0.434
H -0.124 1.639 -5.650 0.006 -0.053 -0.071 0.394
H -2.098 1.107 -4.251 -0.042 -0.049 -0.047 0.460
H -1.999 1.457 -1.817 -0.058 -0.101 -0.049 0.307
Br -3.404 -0.775 -0.123 -0.165 -0.220 0.063 -0.194
C -2.946 -2.631 -0.039 -0.579 0.130 -0.016 0.593
C -4.018 -3.483 -0.048 0.079 0.317 -0.060 -0.664
C -3.815 -4.868 -0.050 0.269 -0.239 -0.017 -0.589
C -2.539 -5.355 -0.052 -0.190 -0.100 0.004 -0.834
C -1.425 -4.491 -0.015 -0.167 0.340 0.057 0.945
C -0.120 -5.022 -0.012 0.271 -0.050 0.014 -0.790
C 0.965 -4.203 0.090 -0.123 -0.240 0.124 -0.993
C 0.780 -2.816 0.186 0.052 -0.242 -0.041 -0.716
C -0.461 -2.240 0.116 0.058 0.431 -0.407 0.349
C -1.604 -3.071 0.023 0.182 -0.547 -0.106 -0.241
H -5.023 -3.087 -0.069 -0.009 0.052 -0.022 0.408
H -4.666 -5.532 -0.071 -0.036 -0.057 0.018 0.376
H -2.352 -6.419 -0.072 -0.028 -0.110 -0.005 0.346
H -0.002 -6.092 -0.087 0.021 -0.160 0.015 0.353
H 1.968 -4.602 0.107 0.075 -0.136 0.000 0.396
H 1.659 -2.203 0.303 0.078 0.095 -0.039 0.505
Cl 0.655 0.495 4.193 0.067 -0.019 0.217 -0.188
C -0.921 1.136 3.924 0.060 0.092 -0.553 0.692
C -1.852 1.158 4.938 -0.138 0.150 0.103 -0.443
C -3.128 1.648 4.692 0.110 -0.006 -0.169 -0.464
C -3.481 2.062 3.416 -0.201 -0.108 0.214 -0.703
C -2.555 2.017 2.399 0.644 -0.093 0.277 1.314
Cl -3.033 2.409 0.799 -0.805 -0.079 -0.097 -0.144
C -1.208 1.624 2.620 -2.137 -0.497 0.908 -1.238
N -0.218 1.676 1.742 1.584 -0.689 -3.140 -0.480
H -1.583 0.798 5.919 0.060 -0.042 0.050 0.450
H -3.857 1.687 5.486 -0.051 -0.012 0.081 0.410
H -4.480 2.412 3.209 -0.083 -0.015 -0.043 0.464
```
Positions in Å, forces in eV/Å.

Output
- 2S+1 = 1
- total charge = 0
- E_LUMO (spin up / spin down) (eV) = -1.53 / -1.53

---

[2]
Entry from OMol25: a molecular structure, C6H12O2 at a distorted geometry (the ωB97M-V functional and the def2-TZVPD basis).

```
20
Properties=species:S:1:pos:R:3:forces:R:3:mulliken_charge:R:1
C 1.229 0.784 -0.705 0.324 -0.731 0.237 0.027
C -1.203 -0.107 -0.286 1.105 0.943 0.628 -0.826
C -0.948 -1.529 -0.066 1.812 0.073 0.429 -0.043
C 0.822 2.233 -0.967 -0.105 -0.208 0.170 -1.271
C -1.286 -2.115 1.261 0.144 0.035 0.104 -1.181
C 0.280 0.142 0.346 -2.469 2.119 -0.498 0.678
O 2.549 0.697 -0.214 0.016 0.096 -0.039 -0.558
O 0.355 0.506 1.545 0.335 -0.917 -0.582 -0.710
H 2.508 0.925 0.727 -0.064 -0.050 -0.052 0.392
H 1.195 0.197 -1.627 0.029 0.067 0.018 0.368
H -1.283 0.186 -1.328 -0.145 0.055 0.051 0.392
H -1.924 0.358 0.380 -0.174 0.009 -0.158 0.323
H -0.903 -2.175 -0.937 0.203 -0.081 0.092 0.448
H 0.544 -1.170 0.143 -0.888 -1.286 -0.297 -0.009
H 1.559 2.692 -1.625 0.003 -0.057 -0.004 0.379
H -0.159 2.296 -1.438 0.000 0.007 0.000 0.344
H 0.792 2.786 -0.028 0.013 -0.012 -0.008 0.275
H -0.947 -3.145 1.356 -0.032 0.028 0.011 0.336
H -0.814 -1.491 2.034 -0.112 -0.077 -0.041 0.302
H -2.365 -2.069 1.430 0.005 -0.014 -0.061 0.331
```
Positions in Å, forces in eV/Å.

Output
- 2S+1 = 1
- total charge = 0
- E_LUMO (eV) = 0.28
- ΔE to the lowest compared entry with this formula, charge and spin (eV) = 3.762